[1]
Here is a molecular structure, C5H10O from the OMol25 dataset. Energies are from ωB97M-V with the def2-TZVPD basis set.

XYZ file:
```
16
Properties=species:S:1:pos:R:3
C -1.579 0.624 -0.389
C -0.799 -0.174 0.625
C -0.607 -1.547 0.439
O 1.107 -1.372 -0.647
C 1.087 -0.350 0.155
C 1.580 0.979 -0.368
H -1.340 1.691 -0.324
H -2.663 0.522 -0.252
H -1.336 0.292 -1.406
H -0.762 0.205 1.643
H -1.003 -2.075 -0.421
H -0.251 -2.172 1.253
H 1.380 -0.495 1.213
H 2.660 0.869 -0.529
H 1.407 1.796 0.340
H 1.117 1.208 -1.331
```

Computed properties:
* relative energy (zero: lowest compared OMol25 entry of this formula, charge and spin): 3.868 eV
* charge: 0
* maximum force: 0.36 eV Å⁻¹


[2]
Here is 16 unconnected molecules or ions with the total composition C16H32Cl32 at a distorted geometry from the OMol25 dataset. Energies are from ωB97M-V with the def2-TZVPD basis set.

XYZ file:
```
80
Properties=species:S:1:pos:R:3
C -4.271 5.731 -3.005
Cl -3.259 7.112 -3.325
Cl -3.480 4.827 -1.662
H -5.307 5.972 -2.767
H -4.185 5.176 -3.939
C 2.619 -0.151 -4.604
Cl 1.672 -0.797 -3.258
Cl 1.792 1.295 -5.250
H 3.605 0.149 -4.251
H 2.754 -0.944 -5.340
C 3.049 -1.728 4.966
Cl 4.682 -2.348 4.483
Cl 2.037 -3.111 5.367
H 3.283 -1.269 5.927
H 2.590 -1.144 4.168
C 1.159 -5.038 -4.183
Cl 1.313 -4.066 -5.649
Cl 1.927 -6.689 -4.595
H 1.622 -4.566 -3.316
H 0.104 -5.157 -3.937
C -2.096 -6.655 3.706
Cl -1.593 -4.962 3.591
Cl -2.457 -7.140 5.272
H -2.926 -6.769 3.008
H -1.364 -7.353 3.300
C 0.426 -0.243 -0.071
Cl -0.112 -1.227 1.331
Cl -0.802 0.957 -0.494
H 1.396 0.226 0.096
H 0.572 -0.940 -0.897
C -2.164 -4.218 -1.172
Cl -3.052 -3.245 0.058
Cl -0.390 -3.850 -1.188
H -2.373 -5.275 -1.006
H -2.625 -3.914 -2.112
C -0.745 6.870 -0.012
Cl -1.930 7.976 0.659
Cl -0.996 5.311 0.770
H -0.928 6.768 -1.082
H 0.246 7.226 0.267
C 3.716 -4.593 0.142
Cl 3.150 -4.254 1.851
Cl 3.367 -3.292 -1.109
H 4.786 -4.776 0.044
H 3.209 -5.461 -0.280
C -5.157 2.644 0.913
Cl -3.942 1.377 1.081
Cl -6.106 2.407 -0.642
H -5.850 2.518 1.744
H -4.673 3.615 0.806
C -0.056 2.314 3.015
Cl 0.581 1.336 4.321
Cl 1.170 3.029 2.005
H -0.554 1.567 2.397
H -0.768 3.036 3.416
C -4.918 -2.975 3.217
Cl -5.072 -4.559 2.504
Cl -5.827 -2.865 4.745
H -3.861 -2.765 3.381
H -5.249 -2.187 2.540
C -0.084 3.679 -2.500
Cl 1.529 3.810 -1.822
Cl -0.408 4.996 -3.675
H -0.187 2.704 -2.975
H -0.938 3.768 -1.829
C 5.385 2.503 3.229
Cl 6.948 2.304 2.422
Cl 5.310 3.726 4.505
H 4.591 2.786 2.537
H 5.095 1.617 3.793
C 6.813 1.221 -1.327
Cl 8.427 0.525 -1.267
Cl 5.768 0.096 -0.294
H 6.851 2.151 -0.759
H 6.405 1.184 -2.337
C -3.898 0.847 -2.627
Cl -3.348 2.013 -3.883
Cl -3.645 -0.865 -3.011
H -3.385 1.103 -1.700
H -4.967 0.918 -2.428
```

Computed properties:
* relative energy (zero: lowest compared OMol25 entry of this formula, charge and spin): 1.500 eV
* charge: 0
* maximum force: 2.55 eV Å⁻¹


[3]
Here is 2 unconnected molecules or ions with the total composition H3OS at a distorted geometry from the OMol25 dataset. Energies are from ωB97M-V with the def2-TZVPD basis set.

XYZ file:
```
5
Properties=species:S:1:pos:R:3
S -1.056 -0.398 -0.431
H -0.894 -0.909 -1.657
H 1.687 1.503 1.317
H 1.034 0.216 0.605
O 1.888 0.678 0.825
```

Computed properties:
* relative energy (zero: lowest compared OMol25 entry of this formula, charge and spin): 0.120 eV
* charge: -1
* maximum force: 1.23 eV Å⁻¹


[4]
Here is C4H4N2S3 in the gas phase at a distorted geometry from the OMol25 dataset. Energies are from ωB97M-V with the def2-TZVPD basis set.

XYZ file:
```
13
Properties=species:S:1:pos:R:3
S -0.433 1.808 2.567
S -1.509 0.796 -2.453
S 0.680 -2.805 0.617
C -0.168 0.916 1.189
C -0.549 0.448 -1.174
C 0.826 -1.119 0.267
N -0.819 1.196 0.040
N 0.607 -0.235 1.328
C 0.557 -0.577 -1.189
H -1.711 1.674 0.089
H 0.804 -0.509 2.273
H 1.395 -0.142 -1.728
H 0.320 -1.451 -1.825
```

Computed properties:
* structure (SMILES): S=C1CC(=S)NC(=S)N1
* relative energy (zero: lowest compared OMol25 entry of this formula, charge and spin): 0.000 eV
* charge: 0
* maximum force: 3.83 eV Å⁻¹


[5]
Here is a molecular structure, C16H25N5O6Pt at a distorted geometry from the OMol25 dataset. Energies are from ωB97M-V with the def2-TZVPD basis set.

XYZ file:
```
53
Properties=species:S:1:pos:R:3
O -0.178 -0.296 -5.248
H -1.145 -0.304 -5.274
Pt 0.058 -0.067 -0.586
N 0.723 1.173 0.867
N 1.855 0.675 -1.326
N -0.545 -1.267 0.829
N 0.335 -2.019 -1.399
O 0.190 1.276 2.032
O -0.849 -0.891 2.052
O 0.837 -2.217 -2.526
O 2.501 0.218 -2.294
C 2.292 1.830 -0.700
C 1.644 2.108 0.514
C -0.872 -2.541 0.519
C -0.474 -2.960 -0.755
C 1.873 3.263 1.428
H 2.316 2.968 2.391
H 0.935 3.786 1.670
H 2.552 3.993 0.967
C 3.369 2.641 -1.318
H 3.176 2.750 -2.390
H 4.347 2.163 -1.188
H 3.427 3.638 -0.871
C -1.535 -3.332 1.575
C -0.762 -4.326 -1.309
H -2.481 -2.892 1.904
H -0.947 -3.488 2.485
H -1.748 -4.332 1.190
H -0.088 -4.430 -2.154
H -1.804 -4.459 -1.652
H -0.539 -5.155 -0.615
H -0.464 0.096 2.161
H -0.093 0.121 -4.351
C -1.386 1.140 -0.661
H -1.046 2.180 -0.837
H -2.427 1.069 -0.229
H -1.416 0.610 -1.682
O -4.168 2.333 -1.774
H -4.800 1.779 -1.337
H -3.805 2.911 -1.084
N 2.334 -1.154 0.826
C 2.569 -1.179 1.979
C 2.844 -1.193 3.382
C 1.997 -0.513 4.261
C 2.248 -0.511 5.639
C 3.374 -1.198 6.137
C 4.221 -1.885 5.257
C 3.957 -1.886 3.883
H 1.136 0.026 3.863
H 1.581 0.018 6.309
H 3.577 -1.192 7.204
H 5.090 -2.423 5.641
H 4.607 -2.418 3.187
```

Computed properties:
* 2S+1: 3
* relative energy (zero: lowest compared OMol25 entry of this formula, charge and spin): 4.023 eV
* <S²>: 2.113
* charge: 0
* maximum force: 7.88 eV Å⁻¹


[6]
Here is a molecular structure, C31H49FKN13O3 at a distorted geometry from the OMol25 dataset. Energies are from ωB97M-V with the def2-TZVPD basis set.

XYZ file:
```
98
Properties=species:S:1:pos:R:3
K -1.927 -2.158 0.199
N -0.235 -2.608 -2.501
C 0.989 -3.224 -1.980
C 2.074 -2.182 -1.666
N 2.146 -1.790 -0.257
C 2.516 -0.407 -0.026
C 1.753 0.301 1.142
N 0.828 -0.604 1.823
C 2.959 -2.683 0.560
C 2.501 -4.131 0.609
N 1.123 -4.237 1.027
H -1.000 -3.262 -2.357
H -0.164 -2.444 -3.500
H 1.399 -3.999 -2.641
H 0.689 -3.710 -1.056
H 1.828 -1.282 -2.236
H 3.062 -2.521 -2.021
H 2.318 0.136 -0.949
H 3.599 -0.317 0.157
H 1.224 1.167 0.725
H 2.487 0.693 1.852
H 0.663 -1.350 1.149
H -0.059 -0.152 2.004
H 2.965 -2.286 1.580
H 4.008 -2.664 0.210
H 3.212 -4.662 1.260
H 2.607 -4.582 -0.381
H 0.931 -3.835 1.941
H 0.795 -5.196 1.054
C -4.027 5.349 -1.240
C -4.042 4.217 -2.252
N -3.147 3.125 -1.897
C -3.634 2.094 -1.125
C -2.922 1.042 -0.687
C -3.584 0.005 0.213
O -4.649 -0.477 -0.193
O -2.922 -0.267 1.245
C -1.528 0.919 -1.079
O -0.794 -0.008 -0.776
C -1.012 2.024 -1.924
C 0.306 1.969 -2.358
C 0.830 2.989 -3.100
F 2.103 2.898 -3.576
C 0.077 4.121 -3.406
C -1.239 4.179 -2.987
C -1.820 3.114 -2.279
N 0.620 5.237 -4.108
C 0.003 5.607 -5.370
C -0.044 7.140 -5.433
N 1.004 7.645 -4.468
C 2.287 6.885 -4.668
C 2.056 5.452 -4.153
H -4.694 6.154 -1.550
H -3.021 5.758 -1.123
H -4.355 4.996 -0.263
H -3.773 4.573 -3.246
H -5.040 3.790 -2.350
H -4.689 2.164 -0.890
H 0.892 1.091 -2.115
H -1.802 5.082 -3.175
H -1.006 5.208 -5.432
H 0.566 5.206 -6.222
H -0.994 7.555 -5.102
H 0.208 7.540 -6.413
H 0.660 7.410 -3.529
H 1.129 8.655 -4.536
H 3.080 7.405 -4.136
H 2.488 6.925 -5.738
H 2.464 5.342 -3.148
H 2.587 4.760 -4.811
N -1.881 -8.884 0.095
C -2.032 -7.774 0.386
N -2.211 -6.547 0.838
C -2.091 -5.537 0.040
N -1.991 -4.550 -0.574
C 2.392 -2.658 6.361
C 2.186 -1.680 5.222
N 1.419 -2.324 4.171
C 0.314 -3.114 4.478
N -0.536 -3.269 3.551
C -1.708 -4.108 3.768
C -1.516 -5.109 4.895
C -0.948 -4.381 6.098
N 0.294 -3.722 5.722
C 1.037 -3.146 6.828
H 2.924 -2.188 7.190
H 2.983 -3.507 6.008
H 3.142 -1.359 4.806
H 1.681 -0.780 5.603
H 1.197 -1.725 3.366
H -1.933 -4.642 2.842
H -2.574 -3.469 3.972
H -0.818 -5.890 4.585
H -2.460 -5.593 5.151
H -0.721 -5.063 6.922
H -1.676 -3.646 6.475
H 1.132 -3.917 7.597
H 0.481 -2.309 7.282
```

Computed properties:
* relative energy (zero: lowest compared OMol25 entry of this formula, charge and spin): 3.281 eV
* charge: 0
* maximum force: 1.14 eV Å⁻¹


[7]
Here is 2 unconnected molecules or ions with the total composition C4H14N4O at a distorted geometry from the OMol25 dataset. Energies are from ωB97M-V with the def2-TZVPD basis set.

XYZ file:
```
23
Properties=species:S:1:pos:R:3
C 0.432 -0.643 -1.463
C 1.905 -0.743 -1.060
C -0.052 0.821 -1.410
N -0.350 -1.534 -0.627
O 0.325 -1.095 -2.800
H -0.410 -1.705 -2.857
H -1.339 -1.418 -0.821
H -0.216 -1.326 0.356
H 2.512 -0.272 -1.827
H 2.181 -1.791 -0.988
H 2.089 -0.255 -0.104
H 0.605 1.440 -2.017
H -1.059 0.893 -1.819
H -0.057 1.197 -0.392
C -0.645 0.981 2.478
N 0.761 0.707 2.365
N -1.443 0.268 1.500
N -2.496 0.824 1.168
H -3.006 0.227 0.496
H 0.947 -0.285 2.460
H 1.122 1.020 1.469
H -0.823 2.063 2.431
H -0.982 0.627 3.462
```

Computed properties:
* structure (SMILES): [H]/N=N/CN.CC(C)(N)O
* relative energy (zero: lowest compared OMol25 entry of this formula, charge and spin): 1.393 eV
* charge: 0
* maximum force: 1.34 eV Å⁻¹


[8]
Here is 2 unconnected molecules or ions with the total composition C7H10N2O at a distorted geometry from the OMol25 dataset. Energies are from ωB97M-V with the def2-TZVPD basis set.

XYZ file:
```
20
Properties=species:S:1:pos:R:3
N -3.254 -0.098 1.881
C -2.166 -0.498 1.600
C -1.014 -0.729 0.710
C -0.613 0.494 -0.130
C 0.608 0.255 -0.971
C 1.822 0.904 -0.845
N 2.644 0.477 -1.851
C 2.010 -0.474 -2.599
C 0.736 -0.633 -2.086
H -0.167 -1.053 1.336
H -1.269 -1.576 0.054
H -1.462 0.769 -0.775
H -0.433 1.346 0.541
H 2.124 1.706 -0.177
H 3.577 0.826 -2.026
H 2.518 -0.976 -3.418
H -0.033 -1.287 -2.491
O -1.772 -0.129 3.957
H -1.053 0.477 3.729
H -2.801 0.198 3.562
```

Computed properties:
* structure (SMILES): N#CCCc1cc[nH]c1.O
* relative energy (zero: lowest compared OMol25 entry of this formula, charge and spin): 2.344 eV
* charge: 0
* maximum force: 5.35 eV Å⁻¹